# 1
{"formula": "C4H7BN4O", "method": "ωB97M-V/def2-TZVPD", "species": ["C", "C", "B", "O", "C", "N", "N", "C", "N", "N", "H", "H", "H", "H", "H", "H", "H"], "xyz": [[0.02986, -0.83382, 2.51457], [-0.80834, 0.03150, 1.50691], [-0.85526, -0.55737, 0.02020], [-1.72930, -1.60635, -0.37557], [0.12852, 0.13913, -1.07794], [1.42367, 0.27682, -0.69974], [2.20275, 0.88165, -1.56725], [1.59461, 1.27555, -2.70890], [0.31289, 1.11141, -3.10721], [-0.46640, 0.50336, -2.24202], [-0.27739, -0.52221, 3.53375], [-0.08340, -1.92157, 2.38397], [1.10246, -0.57099, 2.42923], [-0.37022, 1.05150, 1.50634], [-1.86564, 0.13252, 1.84239], [-2.58073, -1.18710, -0.52990], [2.24193, 1.79598, -3.42884]], "nbo_charge": [-0.5945, -0.7911, 1.0559, -0.9191, 0.0025, -0.1755, -0.1773, 0.1494, -0.1771, -0.1736, 0.2122, 0.2119, 0.2180, 0.2272, 0.2275, 0.5050, 0.1986], "lumo_ha": -0.0308, "spin_multiplicity": 1, "smiles": "CCB(O)c1nncnn1"}

# 2
{"formula": "C38H111N5O16Rb2", "method": "ωB97M-V/def2-TZVPD", "species": ["Rb", "Rb", "O", "H", "O", "H", "C", "C", "O", "H", "H", "H", "H", "H", "H", "C", "C", "O", "H", "H", "H", "H", "H", "H", "C", "C", "O", "H", "H", "H", "H", "H", "H", "C", "C", "O", "H", "H", "H", "H", "H", "H", "C", "C", "O", "H", "H", "H", "H", "H", "H", "C", "C", "O", "H", "H", "H", "H", "H", "H", "C", "C", "O", "H", "H", "H", "H", "H", "H", "C", "C", "O", "H", "H", "H", "H", "H", "H", "C", "C", "O", "H", "H", "H", "H", "H", "H", "C", "C", "C", "O", "C", "N", "H", "H", "H", "H", "H", "H", "H", "H", "H", "H", "H", "C", "C", "C", "O", "C", "N", "H", "H", "H", "H", "H", "H", "H", "H", "H", "H", "H", "C", "C", "C", "O", "C", "N", "H", "H", "H", "H", "H", "H", "H", "H", "H", "H", "H", "C", "C", "C", "O", "C", "N", "H", "H", "H", "H", "H", "H", "H", "H", "H", "H", "H", "C", "C", "C", "O", "C", "N", "H", "H", "H", "H", "H", "H", "H", "H", "H", "H", "H"], "xyz": [[-0.22854, -0.22465, 3.78300], [-1.07440, 1.77582, 0.17332], [-0.24523, -2.66053, 1.09985], [0.04361, -3.44519, 0.58091], [-0.15709, 2.46779, 2.69036], [-0.18617, 3.41228, 2.95026], [5.39522, -0.49357, -5.19258], [5.94102, -0.88346, -3.82726], [6.52140, 0.17050, -3.11271], [4.81831, 0.41735, -5.04897], [4.88829, -1.27135, -5.82479], [6.28025, -0.20918, -5.80997], [6.72017, -1.63261, -3.94348], [5.10617, -1.26557, -3.19345], [7.36720, 0.37993, -3.53346], [3.83818, -1.85810, 3.53196], [2.57123, -2.51903, 2.85227], [1.94314, -1.49311, 2.10868], [4.07488, -2.35204, 4.45354], [3.62596, -0.80684, 3.68515], [4.71482, -1.84323, 2.93298], [1.86976, -2.92484, 3.57319], [2.90325, -3.33607, 2.21345], [1.22799, -1.95906, 1.71003], [-2.31881, 3.85910, 5.11080], [-2.96299, 3.07589, 3.97413], [-2.25094, 1.83526, 3.83487], [-2.71281, 4.91294, 5.14737], [-1.28767, 3.81110, 4.81438], [-2.51468, 3.34464, 6.01463], [-2.86972, 3.63025, 3.04878], [-3.98775, 2.77664, 4.12288], [-1.43225, 2.08776, 3.28565], [1.68715, 4.54233, -2.87254], [2.03357, 4.15995, -1.45391], [1.23051, 3.04582, -0.98592], [1.87342, 3.73562, -3.56079], [2.37869, 5.32795, -3.10184], [0.65121, 4.89257, -2.98604], [1.87842, 5.08375, -0.86564], [3.08670, 3.85407, -1.38739], [1.69211, 2.64839, -0.20575], [-2.83302, -3.61043, 5.18335], [-2.41994, -3.82331, 3.71506], [-1.31522, -2.97535, 3.41742], [-2.05737, -3.79174, 5.95115], [-3.56806, -4.37026, 5.43952], [-3.20967, -2.59579, 5.32725], [-3.22107, -3.74619, 3.03420], [-2.10868, -4.88689, 3.64216], [-1.01732, -3.08783, 2.48441], [-5.08535, 0.19764, 5.61778], [-6.33817, 0.35210, 4.68012], [-7.59008, 0.03143, 5.29926], [-5.26773, 0.84320, 6.43673], [-4.15690, 0.38660, 5.03227], [-5.04192, -0.79597, 6.04186], [-6.29018, -0.29216, 3.78865], [-6.43452, 1.33428, 4.32845], [-7.73484, 0.58743, 6.05379], [-4.65440, -1.48245, 1.44658], [-3.44457, -0.91765, 2.11423], [-2.39104, -0.70415, 1.14996], [-5.48316, -1.81899, 2.09519], [-4.37780, -2.41187, 0.87563], [-5.07256, -0.85239, 0.67791], [-3.06789, -1.52669, 2.90317], [-3.73677, 0.03936, 2.59954], [-1.87650, -1.58557, 1.08485], [2.36844, -0.93262, -1.52404], [0.88325, -1.01524, -1.84617], [0.05141, -0.67806, -0.73676], [3.03414, -1.02237, -2.37049], [2.62494, -1.72080, -0.82112], [2.67330, -0.04903, -1.00658], [0.60425, -2.01589, -2.12266], [0.66658, -0.32784, -2.67891], [0.16015, -1.42816, -0.08499], [4.60966, -4.70043, -2.66473], [3.16984, -4.41915, -2.72121], [2.66137, -4.33502, -1.37538], [4.90610, -4.92034, -3.74061], [4.72416, -5.61809, -2.07897], [5.20040, -3.90305, -2.31324], [2.58822, -5.34973, -3.07204], [2.83380, -3.62532, -3.35818], [3.09120, -3.64508, -0.84564], [-5.63914, 2.48523, 0.48468], [-5.25959, 1.92569, -0.87846], [-5.27418, 3.02255, -1.90223], [-6.54878, 3.68311, -2.05891], [-7.45584, 2.93971, -2.78543], [-3.94104, 1.41469, -0.81333], [-5.57855, 1.76597, 1.34573], [-6.66059, 2.78949, 0.51417], [-5.03833, 3.34809, 0.70896], [-5.99836, 1.12256, -1.25474], [-4.85961, 2.63824, -2.85851], [-4.60151, 3.80957, -1.56780], [-8.43488, 3.42804, -2.75808], [-7.63833, 1.96363, -2.32195], [-7.13514, 2.75126, -3.86350], [-3.81243, 0.70490, -0.10003], [-3.73075, 0.90980, -1.68126], [-3.32954, -4.62982, -1.29879], [-3.10922, -3.53218, -2.30503], [-3.91561, -2.30243, -2.08437], [-5.30302, -2.49510, -2.37284], [-6.11221, -1.37750, -2.54304], [-1.64846, -3.15700, -2.35806], [-2.88112, -4.30880, -0.40831], [-2.92123, -5.55192, -1.70184], [-4.34062, -4.83010, -0.95166], [-3.39028, -3.87647, -3.30742], [-3.59921, -1.58767, -2.84118], [-3.73196, -1.89669, -1.08959], [-5.83751, -0.69029, -3.33635], [-6.15745, -0.77519, -1.66040], [-7.13664, -1.73952, -2.79108], [-1.31279, -2.67784, -1.48510], [-1.47075, -2.35295, -3.00954], [3.28719, 4.00973, 2.02564], [3.47749, 2.53608, 1.48541], [4.33858, 1.70801, 2.49635], [5.61695, 2.32771, 2.68754], [6.09807, 2.16555, 3.99823], [2.21759, 1.79020, 1.28941], [2.64624, 4.48314, 1.23639], [4.28052, 4.41072, 2.04601], [2.82629, 4.21055, 3.02769], [4.05028, 2.59153, 0.51483], [4.36894, 0.70083, 2.20055], [3.78089, 1.69620, 3.47225], [6.88647, 2.84798, 4.14668], [6.34541, 1.14799, 4.20492], [5.36414, 2.58600, 4.66979], [1.53473, 2.04906, 2.00305], [2.35887, 0.76081, 1.36903], [5.55463, -2.27964, 0.36979], [6.41928, -1.03377, 0.55727], [7.87386, -1.18127, 0.04452], [8.51858, -2.10744, 0.85728], [8.95449, -1.59883, 2.08320], [5.76319, 0.09826, -0.02740], [5.64068, -2.52224, -0.68242], [4.49812, -2.11591, 0.59468], [5.97996, -3.15704, 0.86644], [6.42112, -0.79878, 1.66360], [8.41140, -0.23767, 0.14643], [7.98722, -1.51807, -1.01207], [9.79631, -0.88320, 2.02386], [9.29596, -2.44214, 2.71056], [8.18419, -1.16128, 2.65410], [5.73606, 0.03485, -1.05901], [6.19065, 0.94604, 0.29080], [-0.81801, 0.91347, -5.25856], [-1.48312, 1.61203, -4.05218], [-2.20316, 2.82222, -4.46494], [-2.97250, 2.48267, -5.54243], [-3.57887, 3.48893, -6.25970], [-2.26560, 0.59963, -3.33873], [-0.26276, 0.03542, -4.91424], [-0.15727, 1.60505, -5.75663], [-1.55112, 0.55938, -5.96360], [-0.75033, 1.96343, -3.33762], [-1.39564, 3.45785, -4.72729], [-2.76768, 3.35250, -3.65967], [-2.77176, 4.10556, -6.70352], [-4.17549, 4.11504, -5.53019], [-4.25019, 3.04638, -6.95025], [-1.69437, -0.16587, -3.03182], [-2.99198, 0.16191, -3.97349]], "mulliken_charge": [0.6545, -0.1469, -1.2943, -0.0498, -0.5999, -0.1404, -1.3345, 0.6820, -0.5511, 0.3284, 0.3257, 0.3678, 0.3419, -0.3822, 0.2941, -0.6873, -0.5553, 0.3963, 0.5361, 0.0595, -0.0517, 0.4400, 0.2918, -0.3199, -0.9244, -0.3232, -0.0720, 0.3224, 0.1425, 0.2696, 0.1891, 0.2105, 0.2174, -1.5126, 0.0693, -0.1475, 0.3467, 0.4918, 0.2615, 0.2346, 0.2443, 0.1432, -1.1266, -0.1228, -0.2183, 0.2965, 0.3898, 0.1021, 0.2084, 0.4261, 0.1940, -0.8328, -0.1163, -0.5772, 0.4897, 0.0735, 0.2741, 0.0994, 0.3079, 0.3119, -0.8879, 1.1719, 0.7239, 0.5833, 0.1649, -0.2459, -0.1373, -0.5409, -0.5056, -0.1130, -0.4895, 2.0666, 0.2069, -0.4160, -0.1126, 0.4969, -0.2270, -0.6154, -1.0404, -0.0258, -0.4888, 0.3576, 0.2731, 0.1978, 0.2976, 0.1680, 0.2202, -1.8128, 1.8663, -0.5990, -0.4588, -0.6010, 0.7249, 0.3083, 0.4560, 0.3550, -0.7827, 0.3459, 0.2587, 0.3295, 0.2209, 0.2006, -0.3941, -0.2284, -1.4406, 0.0239, 1.1132, -0.4741, -0.5977, -0.4853, 0.2302, 0.3419, 0.3623, 0.5188, -0.2838, -0.4101, 0.2816, 0.1295, 0.3564, -0.0482, 0.2062, -1.3263, 0.7790, -0.6034, -0.4239, -0.8810, 0.9767, 0.1301, 0.5181, 0.2033, -0.0307, -0.0981, 0.6426, 0.3621, 0.2492, 0.3738, -0.2212, -0.6150, -0.8269, 1.3824, -0.7353, -0.4081, -0.6498, -0.0329, 0.0257, -0.4680, 0.4930, -0.2192, 0.5175, 0.0791, 0.3033, 0.2774, 0.2069, -0.2227, 0.3014, -1.5500, 0.3224, -1.3621, -0.3734, -0.7880, 0.3110, 0.3303, 0.4720, 0.3609, 0.4872, 0.7652, 0.2566, 0.2968, 0.2633, 0.2683, -0.3670, 0.2038], "lumo_ha": 0.0027, "spin_multiplicity": 1}

Max |F| across the listed records, respectively: 2.0, 3.4 eV/A.